No. 1
# CH5N2S

A cluster of 2 separate species, CH5N2S in total (ωB97M-V/def2-TZVPD, OMol25).

Atoms and positions in Å:
S: -0.3232 -1.3946 2.0903
H: 0.5579 -2.4059 2.0696
N: -1.0511 0.6650 -0.1977
C: 0.1507 0.3510 -0.7820
N: 1.0481 1.1852 -1.0848
H: -1.0018 1.5419 0.3085
H: -1.4356 -0.0889 0.3561
H: 0.2910 -0.7076 -1.0474
H: 1.7641 0.8540 -1.7126

Atomic forces in eV per Å
S 0.0643 -0.1509 0.2793
H 0.0223 -0.0150 -0.0375
N 0.4031 0.1260 0.5510
C 0.7609 -0.9550 -0.9805
N -0.5202 1.2938 0.1517
H -0.2047 0.0489 -0.1397
H -0.1390 0.1347 -0.1944
H -0.5385 0.0296 0.0891
H 0.1518 -0.5122 0.2810

The LUMO energy (spin up / spin down) is 0.754 / -2.859 eV. The spin multiplicity is 2. The value obtained for the energy is -14931.723 eV. The net charge is 0. The frontier orbital gap (spin up / spin down) comes out at 0.378 / 0.244 Eh.

=====

No. 2
# CH5N2S

The ion CH5N2S with charge +1 (ωB97M-V/def2-TZVPD, OMol25).

Atoms and positions in Å:
C: 0.0272 -0.1106 0.5914
N: -0.4832 1.3699 0.3084
N: 0.3044 -0.6644 -0.7554
S: -1.7086 0.1177 0.7240
H: 0.5975 -0.4678 1.3805
H: -0.0469 2.0322 0.9957
H: -0.2863 -0.0918 -1.3509
H: 0.3463 -1.6616 -0.8713
H: 1.2496 -0.5237 -1.0223

Atomic forces in eV per Å
C -3.1286 2.7263 -2.2794
N 1.9753 -2.9013 0.4161
N 1.2610 0.3950 0.5914
S 0.2990 1.1187 0.9794
H 1.2374 -0.2117 1.3136
H -1.2476 -0.9424 0.0520
H -0.4009 -0.4533 -0.7608
H -1.6114 -1.0353 0.0785
H 1.6157 1.3039 -0.3908

The LUMO energy is -4.192 eV. The SMILES is [NH3+][C@H]1NS1. The value obtained for the energy is -14924.230 eV. The net charge is +1. The frontier orbital gap comes out at 0.363 Eh.

=====

No. 3
# CH5N3

The molecule CH5N3 (ωB97M-V/def2-TZVPD, OMol25).

Atoms and positions in Å:
C: -0.0637 0.1167 -0.0356
H: -1.9749 -0.6393 -0.1804
H: -0.7893 -1.8055 0.6836
H: 1.7037 -1.2701 0.0518
H: 1.9392 0.4104 0.0715
H: -1.2163 1.6042 0.0942
N: -0.9647 -0.8655 -0.0776
N: 1.2909 -0.3389 -0.0433
N: -0.2234 1.3473 0.0484

Atomic forces in eV per Å
C 3.5980 -1.4103 0.9311
H 1.4462 -0.0883 0.4177
H -0.6724 4.0108 -3.2558
H -1.1214 0.5935 -0.1654
H 0.1882 0.2658 0.1102
H 0.4934 -0.1254 0.0031
N -2.3080 -5.6681 2.4040
N -0.5042 -0.0282 -0.0623
N -1.1197 2.4503 -0.3825

The LUMO energy is 0.738 eV. The SMILES is N=C(N)N. The value obtained for the energy is -5587.648 eV. The net charge is 0. The frontier orbital gap comes out at 0.353 Eh.

=====

No. 4
# CH5N3

The molecule CH5N3 (ωB97M-V/def2-TZVPD, OMol25).

Atoms and positions in Å:
N: -0.9531 -0.4790 -0.8268
C: 0.1638 -0.2547 -0.0207
N: 0.5410 1.0893 0.0493
N: 0.7896 -1.2322 0.4906
H: -1.7265 0.1353 -0.5864
H: -1.2700 -1.4350 -0.7249
H: -0.1591 1.7540 -0.2507
H: 0.9710 1.3463 0.9234
H: 1.6433 -0.9241 0.9462

Atomic forces in eV per Å
N -0.4966 0.1288 0.3689
C 0.0861 0.1934 -0.1548
N -0.2940 -0.0844 0.0606
N 0.0868 -0.1359 0.1103
H 0.1708 0.0007 -0.2200
H 0.2268 -0.0380 -0.1131
H 0.1454 -0.0672 0.0080
H 0.0577 0.0214 -0.0572
H 0.0169 -0.0188 -0.0027

The LUMO energy is 0.871 eV. The SMILES is N=C(N)N. The value obtained for the energy is -5588.705 eV. The net charge is 0. The frontier orbital gap comes out at 0.372 Eh.